ORCA calculation (wB97M-V/def2-TZVPD) on 13 unconnected molecules or ions with the total composition C62H159N9O26.

The geometry in XYZ format:
```
256
Properties=species:S:1:pos:R:3:forces:R:3
O -30.810 4.624 12.566 0.0 -0.1 0.2
O -20.889 9.664 6.968 -0.1 -0.8 -0.7
H -28.273 -0.586 12.323 -0.5 0.2 -0.6
C -29.877 10.608 11.666 -1.3 1.5 -2.2
H -22.467 11.590 11.673 0.7 1.3 -0.4
H -29.895 5.604 7.176 0.4 -0.1 -0.6
C -30.455 4.318 11.242 2.7 0.5 0.1
O -33.140 8.504 9.404 0.9 -0.2 0.3
C -28.227 11.356 16.684 0.5 0.1 0.0
C -22.148 2.724 12.516 -0.8 -0.8 -0.2
H -31.770 7.739 7.982 0.3 0.8 0.3
C -23.301 -0.278 16.978 -1.2 1.5 0.3
H -27.517 3.341 10.775 -0.1 0.7 0.7
H -20.736 7.978 11.385 -0.1 -0.1 0.4
H -24.738 -3.696 10.422 -0.5 0.1 -0.5
O -23.315 0.627 15.879 0.3 0.0 -0.7
N -24.505 9.492 8.860 -0.8 -0.8 0.7
H -26.744 -2.407 12.012 0.7 -0.6 -0.1
H -29.568 3.633 11.227 -0.8 0.0 0.1
H -30.170 9.290 9.629 -0.2 0.4 -0.6
N -22.101 2.162 13.829 0.7 -0.7 1.3
H -24.649 7.714 6.001 0.2 0.1 0.8
O -29.148 10.972 15.695 -0.6 -0.5 -0.3
H -23.819 2.988 14.612 -0.4 0.3 0.6
H -22.030 11.115 7.838 0.8 0.2 0.3
C -28.369 13.582 13.515 0.3 -0.5 1.6
H -33.636 10.456 9.241 -0.2 0.2 0.3
N -31.098 6.538 10.385 0.8 1.3 1.4
O -29.730 3.255 8.030 1.0 0.7 2.3
O -26.769 -1.118 9.453 -0.6 1.1 0.9
H -29.700 2.825 6.101 0.0 -0.5 -0.7
H -24.118 2.554 5.848 -0.3 0.0 -0.2
H -22.882 7.725 12.100 -0.8 0.3 0.0
H -26.161 3.601 17.762 -0.2 -0.3 0.3
C -26.150 5.668 11.625 0.5 0.7 -1.0
H -31.713 3.701 14.121 -0.1 -0.1 0.4
H -22.307 3.851 15.135 -0.7 -1.3 0.0
C -26.962 6.690 19.212 -0.6 0.5 -0.6
C -30.188 3.512 6.774 0.5 0.3 -1.6
H -29.194 1.879 9.415 0.0 -0.1 -0.2
C -27.762 14.528 12.560 1.0 1.3 -2.0
H -33.338 7.143 7.875 -0.9 -0.3 -0.2
H -15.882 7.482 11.578 0.1 -0.3 -0.5
C -21.807 5.976 18.383 0.6 -0.6 -0.1
H -30.684 -1.364 9.398 0.1 -0.4 0.3
H -23.765 -1.241 16.701 0.2 0.6 0.0
O -26.447 14.070 12.115 -0.2 0.5 0.2
H -26.037 7.836 17.813 0.4 0.9 0.1
C -22.651 6.294 6.910 -1.5 0.8 -0.7
H -31.454 2.654 12.701 0.4 -0.5 0.1
H -29.710 9.851 12.363 0.7 -1.3 1.5
H -23.164 5.716 6.128 0.1 -0.2 0.2
C -25.210 8.684 7.867 -1.1 0.3 -0.5
H -24.962 9.213 21.854 -1.4 0.3 1.6
H -24.040 8.847 9.505 0.3 0.1 -0.5
H -19.942 0.999 9.627 -1.3 0.3 -0.2
H -24.499 9.422 16.613 0.0 -0.4 0.5
C -27.173 5.085 7.035 -0.5 1.6 -0.7
H -27.634 13.455 14.362 -0.6 0.3 -0.6
H -26.535 9.701 18.964 -0.4 0.2 -0.3
C -22.305 6.866 13.914 -2.1 -1.1 2.0
O -22.137 6.068 19.782 -0.7 -1.0 -0.8
H -23.229 11.133 13.161 -0.3 0.0 0.9
H -32.717 3.848 12.638 0.1 0.0 0.3
H -28.560 9.594 8.854 0.1 0.2 -0.3
O -26.422 4.489 15.904 -0.1 0.3 1.0
H -21.108 2.781 10.695 -0.1 0.1 -0.8
H -30.932 10.355 11.250 1.4 0.8 0.4
O -23.991 5.181 17.952 0.3 -0.2 0.4
H -25.983 0.820 12.713 -0.1 -0.7 -0.1
C -29.812 12.003 12.246 -1.7 -0.2 1.5
H -22.236 6.143 11.952 0.4 -0.1 0.0
H -22.944 6.177 16.490 0.2 0.1 0.6
C -29.450 1.926 8.353 -0.5 -1.3 -1.2
H -24.644 -2.107 11.121 -0.9 -0.3 -1.1
H -28.815 10.490 18.639 0.6 0.0 -0.6
H -21.973 10.100 12.377 0.3 -0.5 0.5
H -30.125 5.260 5.448 -0.9 0.3 -0.8
H -23.278 2.334 17.062 0.2 -0.1 -1.1
H -33.102 5.967 10.007 -0.2 -0.1 0.5
H -25.309 4.670 5.845 -0.7 0.3 0.4
H -28.159 -0.074 14.844 1.7 -0.7 -1.8
H -25.432 7.157 10.360 0.1 0.4 0.4
H -28.076 7.327 16.744 0.7 -0.8 -0.8
H -19.674 8.194 9.148 0.1 1.0 0.3
O -26.289 -3.224 11.657 -0.1 0.7 -0.8
H -28.003 5.201 5.046 0.1 0.1 0.7
C -21.058 10.593 7.999 -0.9 -1.4 1.4
H -18.248 10.214 9.467 0.2 0.7 -0.5
H -21.812 8.897 8.836 -0.5 -0.6 0.3
H -27.235 11.430 16.207 -0.1 0.4 0.5
O -28.920 10.615 10.612 -0.2 -1.5 -0.3
H -27.520 4.683 7.959 -0.6 -0.6 0.6
H -28.581 12.267 17.141 0.4 0.8 0.0
H -26.965 8.096 13.941 0.2 0.0 -0.6
N -26.359 6.901 17.892 -0.8 -1.8 -0.7
C -26.244 3.327 16.716 0.4 0.3 -1.7
H -26.341 7.079 21.220 -0.1 0.1 0.2
H -25.110 -2.178 8.670 -1.1 0.6 0.4
H -19.369 10.655 10.806 0.2 0.2 0.1
H -25.296 5.373 12.233 0.4 0.1 -0.1
H -26.249 1.489 14.256 -0.3 0.1 0.3
H -29.830 -2.912 9.388 -0.2 0.2 0.7
H -24.885 5.469 17.710 -0.1 0.4 0.0
H -25.791 2.998 11.030 0.1 0.2 0.3
H -25.353 10.656 13.289 0.0 -0.1 -0.5
H -31.894 5.405 8.927 -0.1 0.2 -0.6
H -24.476 10.976 15.811 0.2 -1.0 -0.4
H -26.385 10.261 14.632 0.2 -0.3 0.2
H -23.401 8.796 6.622 -0.3 0.0 0.5
C -25.695 9.821 13.900 0.4 -1.3 0.9
H -17.308 6.746 12.197 -0.4 -0.1 0.2
H -24.881 8.729 11.970 -0.6 -1.3 0.2
C -24.604 11.078 10.640 1.3 -2.0 -0.5
C -18.017 9.011 11.128 0.6 -1.2 3.1
H -30.087 -3.587 12.248 -0.3 -0.8 0.1
H -20.354 -0.624 10.241 -0.3 -0.4 -0.1
H -26.123 9.451 10.202 0.3 1.0 0.2
H -28.286 9.397 17.325 -0.4 -0.7 0.0
H -24.028 11.806 10.025 0.4 -1.0 0.1
H -27.216 9.205 12.529 -0.3 -0.1 0.4
O -26.143 4.986 10.368 -0.7 -0.4 1.0
H -28.617 1.498 7.708 -0.8 0.5 0.8
C -26.023 -2.276 9.342 2.4 -1.3 -0.1
H -23.786 8.301 21.051 0.0 0.6 -0.4
H -26.497 -0.941 14.519 -0.7 0.8 0.0
H -19.641 10.396 5.533 1.1 0.6 -0.1
H -31.261 3.307 6.748 -0.4 0.6 -0.3
H -20.028 2.296 12.010 -0.2 1.1 0.4
C -18.892 9.855 10.253 -0.3 -1.6 -0.7
H -31.426 6.870 11.309 0.6 -0.5 -0.9
H -24.338 14.206 12.529 -1.8 0.4 0.0
C -32.179 6.279 9.518 -1.3 0.1 -1.3
H -30.385 1.311 8.138 1.0 0.3 0.5
H -27.051 -0.935 10.382 0.4 -0.5 -1.0
C -22.719 1.897 16.171 -0.4 0.5 2.0
H -26.485 3.290 9.455 0.3 -0.6 -0.8
C -21.056 2.231 11.620 1.5 -0.3 0.8
H -19.193 0.465 10.956 0.6 -0.4 0.9
C -25.780 4.508 6.856 0.7 0.1 -1.1
C -29.102 9.463 9.773 -0.3 -1.1 1.2
H -17.084 9.517 11.496 -0.7 0.2 -0.4
C -27.562 5.186 16.391 -0.2 1.2 -1.6
H -23.059 2.438 11.945 -0.1 0.3 0.3
H -22.278 1.153 13.891 0.1 0.7 -0.4
C -26.064 7.195 11.264 -1.0 -1.9 -0.8
H -25.015 6.462 20.209 -0.9 0.8 -0.2
C -26.461 8.699 13.161 0.0 1.2 0.0
H -21.703 1.757 16.651 -0.5 0.1 -1.2
H -25.370 13.817 13.841 -0.2 -0.5 1.4
O -25.768 3.117 7.067 0.2 -0.3 -0.3
C -25.380 -2.821 10.600 0.9 0.6 2.7
H -24.189 10.025 20.528 -0.4 -1.1 0.0
H -16.652 6.020 10.738 0.2 0.6 -0.1
H -21.298 11.114 5.543 0.3 0.0 0.1
H -26.425 6.933 15.814 -1.7 -0.3 1.1
C -25.922 7.147 20.215 1.1 -0.7 1.0
H -28.011 4.646 17.222 -0.1 0.2 0.2
C -24.596 9.044 20.893 1.9 -0.6 -1.4
O -17.610 7.829 10.475 0.0 -0.2 -1.2
C -31.712 3.645 13.045 -0.5 0.6 -0.4
N -28.192 4.836 5.977 -0.6 -0.5 1.0
H -28.837 8.444 10.217 0.3 1.4 -0.1
H -22.983 9.992 15.775 -0.7 -0.4 0.0
C -21.184 9.655 9.267 0.6 0.5 -1.1
H -21.452 4.895 18.093 -0.4 1.9 0.6
H -30.050 12.735 11.477 0.2 0.2 -0.3
H -23.534 7.191 17.804 -0.2 0.6 0.4
N -25.552 7.991 12.294 2.2 1.6 1.2
O -23.608 7.026 7.668 0.8 -0.7 0.3
H -29.196 6.021 11.012 0.7 0.4 0.5
H -27.939 7.259 19.393 1.0 -0.5 -0.4
C -28.765 -2.261 13.282 0.0 -0.3 0.0
C -32.629 7.484 8.610 1.5 -2.2 0.5
H -18.552 8.642 12.077 0.3 0.9 -1.1
C -22.114 7.085 12.503 -0.3 0.9 -2.1
H -24.519 1.626 7.330 0.4 -0.5 0.0
H -31.272 3.884 10.753 -1.3 -0.9 -1.0
O -25.510 8.495 19.962 -0.7 0.1 -0.3
H -22.176 7.752 14.570 0.0 -0.3 -0.5
H -25.135 11.730 11.255 -1.3 0.7 1.7
H -27.102 6.191 7.287 0.2 -0.9 -0.5
C -28.253 2.642 13.738 -1.6 1.3 -0.8
H -22.001 6.975 6.398 0.7 0.5 -0.2
O -21.161 0.840 11.439 -0.4 -0.6 -1.7
H -27.671 15.538 12.971 0.2 -0.1 0.4
H -30.658 12.058 12.993 0.6 0.1 -0.7
H -23.755 3.207 7.424 0.8 0.6 0.7
C -29.322 -2.878 12.010 0.6 1.9 -1.0
N -28.613 12.251 13.020 2.1 -1.0 -0.6
C -30.006 5.558 10.490 -1.8 0.2 0.9
C -28.070 10.334 17.816 -1.0 -0.4 -0.3
H -27.483 3.188 14.206 1.3 0.4 0.7
C -22.790 2.835 14.939 1.0 -0.4 -0.4
H -26.998 5.362 12.204 -1.0 0.1 0.3
C -16.808 6.976 11.258 -0.2 0.3 0.5
O -23.631 6.291 14.062 0.4 0.3 0.3
O -29.907 -1.796 11.223 -0.2 -1.1 -0.1
O -27.811 1.687 12.848 1.4 -0.9 0.0
H -26.574 -3.093 8.902 -0.7 -0.3 -0.2
H -22.139 3.801 12.584 0.1 0.4 0.0
H -27.206 5.606 19.335 0.3 0.8 0.1
N -27.797 -1.217 12.942 0.1 0.4 0.0
H -28.340 14.733 11.618 0.3 -0.8 0.7
H -21.673 6.050 14.223 0.7 0.0 0.5
O -26.745 10.342 18.255 0.9 0.4 0.4
C -25.448 10.208 9.733 0.7 -0.6 -0.2
H -25.954 7.873 8.200 1.3 0.8 0.2
H -32.603 9.914 7.911 -0.4 -0.5 0.7
H -25.303 2.893 16.364 -0.3 -0.3 0.3
C -27.311 -0.342 14.020 -0.7 -1.9 2.1
C -33.418 9.600 8.622 -1.4 0.7 -2.3
H -20.166 11.184 8.064 0.3 1.1 0.1
C -20.675 10.218 5.698 -1.0 0.2 0.2
H -28.817 3.427 13.215 -0.1 -0.4 -0.1
O -24.518 9.189 14.530 -0.8 2.0 1.1
H -26.004 10.856 9.097 -0.9 0.6 -0.4
H -25.368 15.509 13.275 -0.2 -0.6 -0.3
H -22.098 5.668 7.555 0.5 -0.7 0.7
C -23.097 6.233 17.591 0.8 -0.9 -1.3
C -30.500 -2.271 10.008 1.0 1.3 -0.8
C -24.092 9.916 15.751 -0.1 0.7 -1.5
H -27.046 7.595 10.942 0.0 -0.5 -0.1
H -25.872 9.339 7.272 0.4 0.1 0.1
H -20.973 6.715 18.248 -0.9 -0.7 -0.4
H -25.069 4.960 7.569 -0.5 0.3 0.0
H -24.262 6.911 13.650 0.0 0.1 0.0
H -20.980 9.509 4.949 -0.2 -0.5 -0.3
C -24.182 8.088 6.965 -0.2 -0.8 -1.8
C -20.173 0.396 10.514 0.5 0.4 0.5
C -25.374 14.433 12.983 1.3 0.4 -1.2
C -26.502 3.610 10.474 0.2 0.1 -0.9
C -26.755 0.915 13.480 0.1 1.1 -1.1
H -22.302 -0.411 17.347 0.7 -0.3 0.2
H -27.111 2.726 16.434 0.2 -0.8 0.8
C -27.173 6.645 16.658 0.8 1.0 0.4
H -29.625 5.256 9.535 0.0 -0.1 -0.7
H -28.283 -3.117 13.833 -0.5 1.1 -0.1
H -31.457 -2.751 10.118 -0.4 -0.5 0.5
N -19.958 9.003 9.713 -0.6 -0.3 0.3
O -23.774 10.104 11.410 -0.2 2.0 -0.3
H -27.710 11.989 12.534 -1.7 0.0 0.3
H -28.318 5.236 15.555 0.4 -0.2 0.8
C -29.665 4.910 6.334 1.6 -0.7 1.2
C -24.446 2.603 6.888 -1.5 -0.3 0.1
H -23.888 0.241 17.785 0.3 -0.8 -0.3
O -20.916 7.755 12.325 1.8 0.4 -0.7
H -21.698 10.107 10.117 0.1 0.2 -0.3
H -34.343 9.357 7.960 1.3 0.6 0.9
H -28.987 11.455 14.852 0.2 -0.3 0.4
H -28.902 2.206 14.462 -0.6 -0.3 1.0
H -29.611 -1.785 13.796 0.1 -0.4 0.5
H -29.273 13.983 13.966 -0.2 0.2 0.0
C -22.797 10.772 12.255 -1.1 -0.8 -1.6
H -28.475 -3.247 11.415 -0.5 -0.6 0.2
H -22.964 5.535 19.754 0.5 0.4 0.7
```
Positions in Å, forces in eV/Å.

As for the total energy: -4906.07646 Ha. Its spin multiplicity is 1. The calculation puts the energy above the lowest of the compared OMol25 structures with the same formula, charge and spin at 0.0000 eV. The calculation puts the frontier orbital gap at 8.5 eV.